5 unconnected molecules or ions with the total composition C35H42ClN5O9Si at a distorted geometry, computed with wB97M-V/def2-TZVPD.

2S+1: 1
Max |F| (eV Å⁻¹): 1.14
Frontier orbital gap (Ha): 0.2963
SMILES: C=C[Si@@H](CCCCNC(C)=O)[C@H](Cl)CC.O=[N+]([O-])c1ccccc1.O=[N+]([O-])c1ccccc1.O=[N+]([O-])c1ccccc1.O=[N+]([O-])c1ccccc1

Geometry as XYZ:
```
93
Properties=species:S:1:pos:R:3:forces:R:3
C 0.365542 3.633814 2.225463 -0.50 -0.36 0.50
C -0.846830 3.277446 2.682436 -0.27 0.72 -0.52
Si -2.117150 2.459993 1.577702 -0.16 0.55 0.22
C -2.180503 0.672710 2.121189 0.10 0.04 -0.37
C -2.687004 -0.308850 1.033842 0.02 -0.40 0.63
C -1.621438 -1.357317 0.691101 -0.26 0.02 -0.08
C -1.860404 -2.068634 -0.633477 0.15 -0.26 0.04
N -2.072989 -1.122507 -1.742242 0.33 0.30 0.14
C -1.789053 -1.643358 -3.007759 -0.38 -0.08 -0.31
C -0.530638 -1.185969 -3.706325 -0.12 0.03 -0.06
O -2.512153 -2.466473 -3.519763 0.08 -0.35 0.20
C -3.802252 3.302407 1.785917 -0.02 0.35 -0.03
Cl -4.954953 2.569012 0.596041 0.07 -0.10 0.12
C -3.739824 4.815153 1.550815 0.14 0.09 -0.02
C -3.309586 5.599598 2.802960 0.47 0.03 -0.31
H 1.241175 3.524215 2.860853 0.00 1.00 0.09
H 0.480830 3.999033 1.209966 0.33 -0.86 -0.26
H -1.101671 3.380049 3.738275 0.61 -0.94 0.21
H -1.728112 2.639159 0.160037 0.05 -0.08 -0.02
H -2.774755 0.609097 3.036272 -0.03 0.01 -0.01
H -1.161781 0.396729 2.409529 -0.03 -0.01 0.06
H -3.536216 -0.851971 1.458939 -0.18 0.10 -0.26
H -3.046219 0.189837 0.133616 0.06 0.09 0.03
H -0.622792 -0.917271 0.704946 -0.05 0.12 -0.15
H -1.621382 -2.115564 1.479298 0.11 0.04 0.00
H -2.694507 -2.768060 -0.550738 -0.16 0.16 -0.14
H -0.971496 -2.679357 -0.845220 -0.05 -0.06 0.03
H -1.547213 -0.272032 -1.573901 0.25 -0.15 0.05
H -0.551130 -1.565879 -4.724913 -0.01 0.18 -0.03
H 0.328774 -1.628060 -3.197130 -0.02 0.08 0.09
H -0.425295 -0.100607 -3.681740 0.03 0.00 -0.04
H -4.215496 3.119525 2.779423 -0.14 -0.14 -0.09
H -3.029007 5.009482 0.740795 -0.09 0.06 -0.03
H -4.701422 5.184466 1.192351 -0.09 -0.17 0.09
H -3.865494 6.532543 2.887235 -0.08 -0.09 0.13
H -2.254723 5.869036 2.727320 -0.01 -0.02 0.10
H -3.409773 5.019097 3.721168 -0.23 0.06 0.01
O 0.000232 -2.384609 5.943082 0.02 0.01 0.03
N -0.438343 -2.872718 4.922864 -0.01 -0.01 -0.01
O -0.343838 -2.373812 3.819669 0.03 0.05 -0.05
C -1.142099 -4.162723 5.026532 -0.06 -0.09 0.01
C -1.299076 -4.741197 6.272011 0.00 -0.04 0.16
C -1.978540 -5.945162 6.364843 -0.02 -0.02 -0.09
C -2.484270 -6.550124 5.221716 0.01 0.02 0.00
C -2.308530 -5.955383 3.979186 0.00 -0.02 0.09
C -1.632676 -4.750499 3.875304 -0.05 -0.03 -0.15
H -0.901447 -4.261599 7.153676 0.03 0.08 -0.05
H -2.115284 -6.410126 7.331308 0.01 0.00 0.01
H -3.018131 -7.487919 5.299467 0.00 -0.01 0.00
H -2.700505 -6.428622 3.089595 0.00 0.01 -0.01
H -1.491945 -4.278048 2.914575 0.04 0.07 0.04
O 0.872081 -0.187151 -1.103374 0.08 0.00 0.06
N 1.379752 0.788977 -1.625047 -0.03 0.04 0.04
O 0.746726 1.733420 -2.051517 -0.02 0.02 -0.03
C 2.840652 0.818689 -1.753525 0.12 -0.01 -0.01
C 3.573858 -0.265628 -1.304955 0.04 -0.14 0.06
C 4.951366 -0.238264 -1.446361 0.02 0.09 -0.04
C 5.574029 0.861018 -2.024786 0.01 -0.04 0.09
C 4.817662 1.940564 -2.460821 0.02 -0.05 0.03
C 3.438967 1.925804 -2.328001 0.03 0.15 -0.08
H 3.080762 -1.114938 -0.856214 -0.08 0.04 -0.02
H 5.541810 -1.078704 -1.108138 -0.01 -0.01 0.00
H 6.649544 0.885826 -2.145324 -0.32 -0.06 0.03
H 5.306300 2.794360 -2.909978 0.00 0.00 -0.01
H 2.841823 2.759208 -2.666590 -0.08 -0.05 0.02
O 8.342750 1.844445 -3.058123 0.15 0.01 -0.05
N 8.988855 0.824719 -2.896169 0.14 0.11 -0.09
O 8.564668 -0.294338 -3.096868 -0.04 -0.04 0.00
C 10.373960 0.961600 -2.421838 0.11 0.00 0.06
C 10.867312 2.225130 -2.153132 0.01 0.16 0.02
C 12.166967 2.345391 -1.689400 0.04 -0.08 0.01
C 12.948741 1.212399 -1.505556 -0.02 0.00 -0.01
C 12.435476 -0.046506 -1.789131 0.02 0.09 0.02
C 11.136467 -0.179263 -2.251132 0.05 -0.16 0.01
H 10.250731 3.098881 -2.300385 -0.08 -0.05 -0.02
H 12.568929 3.324542 -1.469435 -0.01 0.01 -0.01
H 13.961864 1.310849 -1.139113 0.01 0.00 -0.01
H 13.046706 -0.926946 -1.648004 -0.01 -0.01 0.00
H 10.726480 -1.153021 -2.472970 -0.09 0.04 -0.02
O -10.356629 -0.468242 -4.540487 -0.03 -0.02 -0.03
N -9.753654 0.331627 -3.853872 0.00 -0.01 0.02
O -10.023374 1.512647 -3.773093 -0.02 0.04 0.00
C -8.614720 -0.166078 -3.063912 0.09 -0.03 0.04
C -8.264917 -1.500209 -3.162674 0.02 -0.16 -0.03
C -7.181224 -1.959759 -2.431969 0.02 0.06 0.05
C -6.471071 -1.088718 -1.616253 0.00 -0.01 0.00
C -6.844425 0.245560 -1.525379 0.01 -0.10 -0.03
C -7.923760 0.717016 -2.254958 0.05 0.13 0.09
H -8.824453 -2.167919 -3.800141 -0.05 0.08 -0.04
H -6.888053 -2.998026 -2.502871 0.01 0.00 -0.02
H -5.619892 -1.448684 -1.053174 0.03 0.01 -0.02
H -6.287708 0.918342 -0.889041 -0.03 -0.02 -0.03
H -8.219970 1.753431 -2.194398 -0.07 -0.01 -0.07
```
Positions in Å, forces in eV/Å.